(1)
DFT (the ωB97M-V functional and the def2-TZVPD basis) results for a 3-piece molecular cluster, C29H66BrClIN7O9P overall.

ORCA input file:
```
! wB97M-V def2-TZVPD RIJCOSX def2/J DEFGRID3
* xyz 1 1
C -5.51853 0.40447 1.01559
C -4.29840 -0.11080 0.22716
C -3.63727 -1.30186 0.90945
Cl -4.78626 -2.71952 0.69508
N -2.32200 -1.68285 0.43580
C -2.01197 -1.52434 -0.99765
N -1.56103 -0.20514 -1.39584
C -1.30821 -1.87469 1.37822
N -0.86764 -3.20132 1.65532
C -1.98701 -4.06297 2.15071
C -1.48239 -5.17665 3.08585
C -2.41813 -5.41416 4.28475
I -1.23979 -7.02416 1.99850
C -0.34031 -3.81581 0.41547
P 1.07462 -2.92710 -0.29612
O 1.01291 -1.48918 0.01951
O 0.99549 -3.25601 -1.84366
O 2.41926 -3.68143 0.10542
N -0.67747 -0.89514 1.95016
C -0.86547 0.50990 1.53288
C -0.66988 1.58047 2.58971
C -1.76225 1.80410 3.64709
C -3.18173 1.51758 3.16102
N -4.18837 2.29088 3.91352
C -4.69228 1.59673 5.04035
N -5.83574 1.05380 4.97548
N -3.79683 1.60797 6.16911
C 0.43063 -1.13108 2.88520
C 0.11867 -1.20992 4.40233
C 0.78149 -0.09689 5.23468
Br -1.78536 -1.30623 4.80781
H -6.44897 0.11776 0.52649
H -5.55632 0.00183 2.03168
H -5.50379 1.49281 1.08198
H -4.64219 -0.45471 -0.75238
H -3.56619 0.67082 0.02602
H -3.59646 -1.17508 1.99391
H -2.94402 -1.75930 -1.51520
H -1.29827 -2.29821 -1.29036
H -1.79504 -0.03571 -2.36656
H -0.55159 -0.14338 -1.31067
H -2.70582 -3.44784 2.69054
H -2.51310 -4.48970 1.29337
H -0.48620 -4.91194 3.43784
H -2.48084 -6.46909 4.54877
H -2.04135 -4.88452 5.16041
H -3.43017 -5.06829 4.06621
H -0.03949 -4.83798 0.65867
H -1.11087 -3.90341 -0.36148
H 1.50304 -4.02873 -2.12664
H 2.70791 -3.50064 1.00915
H -1.81707 0.59563 1.01971
H -0.09325 0.66684 0.77231
H 0.29403 1.44534 3.08699
H -0.56112 2.50071 2.00650
H -1.73796 2.85193 3.95661
H -1.53330 1.23238 4.55028
H -3.28354 1.80593 2.11361
H -3.40972 0.44717 3.26583
H -4.99447 2.43259 3.31304
H -6.09660 0.63062 5.86373
H -4.33361 1.76269 7.01616
H -3.36834 0.69165 6.27006
H 0.93034 -2.03657 2.56803
H 1.13823 -0.31682 2.72972
H 0.50436 -2.16806 4.74609
H 1.44108 -0.54355 5.98156
H 0.05431 0.50296 5.78055
H 1.39543 0.55859 4.61442
C 3.77815 2.47746 3.00825
O 3.83833 2.15059 1.64084
C 2.57419 1.84766 1.09723
C 2.54109 2.02929 -0.40514
O 2.42807 3.37353 -0.81956
C 3.62211 4.14838 -0.81805
C 4.53146 3.86274 -1.99035
O 5.22906 2.64633 -1.79718
C 5.69903 2.09220 -3.00689
H 3.42341 1.62788 3.60987
H 4.78506 2.73196 3.33035
H 3.11808 3.33426 3.18614
H 1.80451 2.48618 1.54638
H 2.33314 0.79117 1.31101
H 1.62579 1.54393 -0.76246
H 3.39228 1.52720 -0.87040
H 4.16571 4.03719 0.12252
H 3.28653 5.18304 -0.90260
H 5.24674 4.69042 -2.08931
H 3.93284 3.81592 -2.90864
H 4.87257 1.88802 -3.69788
H 6.19941 1.15711 -2.76409
H 6.41420 2.75699 -3.50347
C 1.50784 0.11762 -3.07892
O 1.59490 -0.08602 -4.46645
C 0.35020 -0.42676 -5.04584
C 0.32157 -0.09239 -6.52034
O 0.14110 1.28530 -6.78963
C 1.27251 2.13258 -6.65422
C 2.25437 2.04002 -7.79925
O 3.04660 0.87220 -7.68929
C 3.61518 0.48519 -8.92059
H 1.20476 -0.79511 -2.55272
H 2.49454 0.41196 -2.72363
H 0.79877 0.92474 -2.84606
H -0.46193 0.11940 -4.54555
H 0.16872 -1.50471 -4.92177
H -0.55793 -0.58103 -6.94568
H 1.20961 -0.48967 -7.01678
H 1.78432 1.96633 -5.70336
H 0.86432 3.14505 -6.65366
H 2.90139 2.92813 -7.77776
H 1.70412 2.04076 -8.74807
H 2.84089 0.28543 -9.66987
H 4.18359 -0.42579 -8.74501
H 4.29097 1.25397 -9.31198
*
```

Summary:
**Calculated total energy**: -159949.001 eV
**Kohn-Sham gap**: 7.49 eV
**LUMO**: -0.124 Ha

***

(2)
DFT (the ωB97M-V functional and the def2-TZVPD basis) results for a 12-piece molecular cluster, C29H66FN2O14S overall.

ORCA input file:
```
! wB97M-V def2-TZVPD RIJCOSX def2/J DEFGRID3
* xyz 1 1
C 3.35408 -4.11361 -0.69255
C 2.64686 -3.81058 0.62675
O 3.05195 -2.51794 1.09899
C 2.05814 -1.53716 1.09736
C 1.71443 -1.12471 -0.32602
C 2.77103 -0.60819 -1.11410
C 4.18090 -0.51659 -0.57356
C 5.01844 0.58514 -1.18034
C 5.56386 0.49496 -2.45614
C 6.33435 1.51533 -2.99001
C 6.59506 2.64196 -2.22663
C 6.08019 2.74456 -0.94181
C 5.29160 1.71919 -0.43680
C 2.49469 -0.21511 -2.40627
C 1.20945 -0.37022 -2.90716
C 0.22973 -0.90561 -2.11562
S -1.35776 -1.15548 -2.89844
O -1.37792 -2.46933 -3.43019
O -2.44314 -0.74513 -2.08386
F -1.27107 -0.18868 -4.08844
N 0.46368 -1.25800 -0.82911
C -0.61016 -1.79757 0.04770
C -1.10159 -0.77553 1.05653
C -1.91529 0.42732 0.68985
N -0.80875 -1.03029 2.26112
H 2.95161 -3.47140 -1.47460
H 3.22245 -5.16183 -0.93919
H 4.40407 -3.86709 -0.56194
H 1.56503 -3.90298 0.53921
H 2.98329 -4.53012 1.37020
H 1.20176 -1.79969 1.71112
H 2.48938 -0.64854 1.55439
H 4.21054 -0.43270 0.50511
H 4.68134 -1.46255 -0.79963
H 5.39541 -0.39312 -3.05312
H 6.74272 1.46113 -3.98756
H 7.21034 3.44363 -2.60566
H 6.28829 3.60111 -0.32177
H 4.90556 1.79594 0.56838
H 3.24111 0.18689 -3.06958
H 0.98225 -0.07897 -3.91831
H -1.41982 -2.22134 -0.53594
H -0.19470 -2.60414 0.63160
H -1.96606 1.14136 1.50264
H -1.61263 0.87721 -0.25221
H -2.93513 0.07503 0.52568
H -1.19303 -0.29661 2.85556
C 7.81750 -1.66900 -2.91572
O 6.84508 -2.21163 -2.02727
H 7.30743 -1.36149 -3.82636
H 8.30737 -0.79720 -2.47358
H 8.57163 -2.41742 -3.16992
H 7.29922 -2.48747 -1.22100
C -6.24433 0.43184 -1.26172
O -4.94326 0.43913 -0.64807
H -6.96040 0.12255 -0.50777
H -6.50892 1.42662 -1.61006
H -6.27169 -0.27311 -2.09550
H -4.30710 0.72006 -1.31335
C -2.62248 -4.16816 -5.98315
O -3.68392 -4.49924 -6.87026
H -1.70039 -4.15229 -6.55890
H -2.78135 -3.18362 -5.53769
H -2.53366 -4.91665 -5.19093
H -4.49956 -4.51436 -6.36330
C -3.89652 -0.01649 4.52630
O -3.11798 1.05289 5.05832
H -3.22222 -0.83967 4.29476
H -4.63365 -0.35676 5.25636
H -4.39678 0.29994 3.60636
H -3.71751 1.77616 5.25997
C -9.11554 2.93262 0.22304
O -8.63076 2.34562 -0.98283
H -8.75403 2.33905 1.05997
H -8.74845 3.95721 0.32922
H -10.20787 2.93487 0.23623
H -8.95308 2.88705 -1.71205
C 4.76571 1.04578 3.72984
O 4.93670 0.31859 2.50214
H 5.25767 2.00800 3.62208
H 3.70447 1.20692 3.93398
H 5.22221 0.50547 4.55879
H 4.50065 -0.52948 2.63559
C -4.71012 3.61667 1.53296
O -4.92876 2.21159 1.52073
H -4.64979 3.94076 2.56921
H -3.77215 3.87141 1.02859
H -5.53482 4.14406 1.04620
H -4.97910 1.91514 0.59785
C 6.58457 -3.04122 1.69761
O 6.80146 -3.67414 0.43661
H 6.97154 -2.02714 1.63556
H 5.51152 -3.00718 1.90712
H 7.09719 -3.57014 2.50336
H 6.45718 -4.56956 0.48749
C 8.48690 1.89897 5.06146
O 7.44484 1.54899 5.96916
H 8.02455 2.18090 4.11852
H 9.06522 2.74500 5.43954
H 9.15533 1.05189 4.88891
H 7.85643 1.29963 6.80080
C -9.45504 5.87891 -3.11104
O -9.70397 4.47411 -3.05484
H -9.32031 6.23213 -2.09250
H -8.54979 6.09044 -3.68452
H -10.30096 6.40244 -3.56018
H -9.82654 4.16141 -3.95519
C -8.54770 -0.37638 3.13600
O -7.88455 0.88308 3.08575
H -9.34508 -0.30212 3.87044
H -8.98282 -0.62817 2.16473
H -7.85838 -1.16897 3.43983
H -7.17734 0.81718 2.43591
*
```

Summary:
**Calculated total energy**: -76329.333 eV
**Kohn-Sham gap**: 7.19 eV
**LUMO**: -0.157 Ha
**Energy relative to the best compared isomer or geometry (same formula, charge and spin)**: 0.0 kJ/mol

***

(3)
DFT (the ωB97M-V functional and the def2-TZVPD basis) results for C29H67BBeCl5F4N3O16P2S4 as an isolated structure.

ORCA input file:
```
! wB97M-V def2-TZVPD RIJCOSX def2/J DEFGRID3
* xyz 0 1
C -5.51219 -1.78985 -0.46063
C -4.73933 -1.36703 -1.80537
O -4.74754 -2.19073 -2.72723
O -4.10040 -0.11853 -1.81691
C -3.85062 0.36050 -3.15518
C -2.72717 1.52583 -3.06874
C -1.34101 0.87604 -3.55066
C -0.06560 1.66183 -2.97491
C 1.26817 0.75014 -3.05930
C 1.93006 0.50794 -1.61354
C 1.68493 -0.98896 -1.03178
C 0.68806 -0.82323 0.19938
O 0.74062 -1.91384 1.16064
P -0.37651 -1.63117 2.41963
O -1.80312 -1.98006 2.02383
O -0.20098 -0.11602 3.12965
C -1.01669 0.89649 2.43449
C -0.09326 2.17550 2.23147
C -0.88266 3.55225 2.12261
S -1.87399 3.69024 0.53109
O 0.06589 -2.77559 3.64321
N 0.42803 -2.08224 4.80444
C -0.63288 -2.04881 5.59887
S -2.13778 -1.73440 6.22793
H -6.62530 -1.94136 -0.70057
H -5.03250 -2.77123 -0.12652
H -5.34398 -0.95547 0.29443
H -4.76803 0.80990 -3.65277
H -3.41891 -0.41905 -3.86010
H -3.02476 2.43912 -3.66787
H -2.64452 1.81970 -1.97240
H -1.28752 0.88212 -4.69548
H -1.31381 -0.18406 -3.16112
H 0.09538 2.61657 -3.58136
H -0.32280 1.95854 -1.89926
H 2.03056 1.33610 -3.67303
H 1.03380 -0.25240 -3.56308
H 1.46394 1.30690 -0.93574
H 3.03976 0.76897 -1.66496
H 2.69420 -1.43192 -0.77728
H 1.12339 -1.58526 -1.83110
H 1.00740 0.12020 0.75373
H -0.36429 -0.77231 -0.22226
H -1.94978 1.10104 3.04927
H -1.33572 0.53775 1.40458
H 0.57618 2.11405 1.30648
H 0.57244 2.26026 3.15904
H -1.52935 3.80358 3.01633
H -0.08527 4.37093 2.03808
H -2.01313 5.07809 0.41413
O 4.07267 -2.68992 0.87265
C 4.09020 -3.31405 1.92137
N 4.93779 -4.36419 2.09649
C 3.19799 -2.98651 3.08706
H 4.98703 -4.90603 2.94119
H 5.54624 -4.60354 1.32988
H 2.15736 -3.07368 2.77376
H 3.39791 -1.96437 3.41241
H 3.36641 -3.66048 3.92922
B -0.24024 -3.02051 -4.12289
F -0.87480 -1.94251 -4.77623
F -0.50412 -4.23249 -4.81463
F 1.20003 -2.79708 -4.12446
F -0.68965 -3.11474 -2.78406
C -0.82358 5.45084 -4.61361
Cl -1.48289 5.27638 -2.98121
Cl -0.59127 3.87346 -5.37964
H -1.51543 6.03691 -5.21400
H 0.13543 5.96029 -4.55551
Be 2.49612 -1.81591 -3.46615
C 3.66442 7.83869 -7.07977
O 2.83487 8.38868 -8.10220
P 1.24644 8.26976 -7.90198
O 0.82394 7.46427 -6.73832
O 0.73625 7.72973 -9.31353
C 1.14769 6.42395 -9.70141
O 0.75069 9.78717 -7.88596
C 0.73143 10.51331 -9.11101
H 3.72661 6.75538 -7.19939
H 4.66408 8.26319 -7.17663
H 3.27994 8.07892 -6.08743
H 1.06041 5.72503 -8.86654
H 2.17987 6.45686 -10.05286
H 0.50814 6.08584 -10.51381
H -0.02420 10.09580 -9.77861
H 1.70954 10.49064 -9.59610
H 0.46269 11.54790 -8.89796
C 2.09574 -3.55756 7.67032
C 1.86627 -4.41119 8.90706
C 0.92451 -3.75456 9.91667
C 1.42231 -2.43192 10.50739
C 2.77710 -2.50734 11.21419
C 2.76814 -3.42886 12.42738
H 2.56956 -2.60469 7.91248
H 2.74849 -4.08242 6.96755
H 1.15167 -3.35164 7.15915
H 2.82556 -4.64970 9.37762
H 1.43290 -5.36720 8.59768
H 0.72711 -4.46381 10.72673
H -0.04370 -3.57369 9.43444
H 0.67115 -2.06368 11.21459
H 1.48166 -1.67755 9.71457
H 3.04914 -1.49960 11.54584
H 3.55808 -2.82201 10.51571
H 2.02620 -3.10200 13.16027
H 3.74716 -3.42190 12.91225
H 2.54640 -4.46182 12.14775
O -10.37966 0.10116 -2.00012
S -9.37017 -0.95578 -2.14862
O -10.00609 -2.19026 -2.62824
O -8.73940 -1.20990 -0.84590
O -8.35745 -0.52353 -3.12229
C -2.71642 -8.56882 8.57709
S -1.03427 -8.04831 8.18043
O -0.27060 -7.98617 9.46213
C -1.46533 -6.35498 7.72445
H -2.68486 -9.60075 8.92678
H -3.12739 -7.93170 9.36220
H -3.33674 -8.50888 7.68128
H -1.95500 -5.85508 8.56198
H -2.12675 -6.36887 6.85649
H -0.55039 -5.81908 7.47027
C 1.14455 7.67739 -13.48938
Cl 1.93562 9.15202 -12.91608
Cl 1.89880 6.24797 -12.77013
Cl -0.58541 7.71715 -13.12355
H 1.26511 7.62163 -14.56823
N 2.89483 -5.36894 -5.09324
H 2.67815 -6.26029 -4.63889
H 2.91259 -5.49788 -6.10832
H 2.17345 -4.67430 -4.84794
H 3.80991 -5.03476 -4.77409
*
```

Summary:
**Calculated total energy**: -204863.713 eV
**Kohn-Sham gap**: 1.16 eV
**LUMO**: -0.191 Ha

***

(4)
DFT (the ωB97M-V functional and the def2-TZVPD basis) results for C29H68BIN4O11P3 as an isolated structure.

ORCA input file:
```
! wB97M-V def2-TZVPD RIJCOSX def2/J DEFGRID3
* xyz 1 1
C -0.50266 0.87562 -0.90038
C 0.60943 1.80045 -1.41082
C 1.74667 1.00573 -2.10177
C 2.89277 1.98400 -2.50150
C 4.30915 1.48153 -2.17862
C 4.51255 1.08873 -0.69376
C 5.97818 1.18938 -0.25583
C 6.23180 0.97566 1.26064
C 5.73049 -0.43193 1.65526
C 6.01396 -0.80996 3.13427
C 5.34394 -2.15787 3.44208
N 3.87102 -2.14656 3.39462
C 3.29941 -3.35588 3.14022
N 3.81590 -4.51091 3.40049
C 3.16370 -5.80493 3.11260
C 2.23629 -6.28655 4.25515
O 1.15995 -6.98786 3.67145
C -0.11836 -6.47215 4.01542
C -1.13439 -6.67701 2.86118
N 1.99466 -3.34817 2.58032
I 2.03116 -2.44734 0.72945
C 1.13040 -2.61485 3.57381
C 1.88044 -2.18552 4.83676
P 0.63013 -1.14668 5.81657
C 1.40207 -0.53641 7.39765
C -0.59959 -2.43583 6.37842
C -1.87673 -2.48555 5.51026
C 3.21755 -1.39988 4.53549
N 3.99240 -1.40983 5.75140
B 2.78592 0.11293 4.12205
O 3.51991 1.20966 4.59762
O 1.75004 0.38339 3.27407
C 2.13733 1.10250 2.09090
H -0.20136 0.25406 -0.04404
H -0.79706 0.18827 -1.70557
H -1.40321 1.43221 -0.61632
H 0.15976 2.47541 -2.15120
H 1.05580 2.43053 -0.63065
H 2.09619 0.16763 -1.48131
H 1.28448 0.59554 -3.01006
H 2.81422 2.13398 -3.58681
H 2.67517 2.96458 -2.05822
H 4.99700 2.31596 -2.39205
H 4.58824 0.68161 -2.87644
H 4.09930 0.07625 -0.58491
H 3.89618 1.78378 -0.10550
H 6.56323 0.47768 -0.85387
H 6.31194 2.20797 -0.49818
H 7.31972 0.97036 1.40020
H 5.71338 1.69877 1.89885
H 4.64563 -0.51721 1.51119
H 6.18425 -1.21998 1.03389
H 7.09258 -0.93067 3.30038
H 5.69691 -0.01756 3.82491
H 5.68733 -2.84589 2.65082
H 5.75416 -2.58671 4.37100
H 4.73281 -4.55994 3.83122
H 2.68611 -5.81056 2.13352
H 3.98510 -6.52927 3.03868
H 1.93232 -5.44073 4.88877
H 2.75525 -6.99541 4.91684
H -0.52123 -6.94067 4.92677
H -0.08376 -5.39277 4.22043
H -0.66981 -7.15573 1.99682
H -1.46819 -5.68702 2.52058
H -2.02825 -7.18760 3.22406
H 0.60990 -1.80284 3.06015
H 0.34727 -3.31588 3.90032
H 2.09935 -3.04439 5.50010
H 0.60435 -0.30015 8.10691
H 2.01156 -1.33472 7.84576
H 2.04607 0.32487 7.20598
H -0.86147 -2.30299 7.43441
H -0.10107 -3.42012 6.32848
H -1.69383 -2.31869 4.44549
H -2.30782 -3.49393 5.59634
H -2.64079 -1.81325 5.90986
H 3.86515 -2.24662 6.30392
H 3.90355 -0.56656 6.29352
H 3.22556 1.48154 5.47712
H 2.59418 0.41895 1.37441
H 1.21256 1.45706 1.62587
H 2.74119 1.99104 2.30224
C -3.49793 4.33782 -5.69433
O -4.14930 3.82136 -4.51635
P -3.47953 4.30167 -3.05950
O -2.31842 3.36620 -2.98101
O -4.77745 3.76301 -2.22170
C -5.99582 3.33284 -2.82652
O -3.08157 5.30514 -1.78777
C -3.97051 6.39585 -1.49333
H -4.03105 3.96768 -6.56720
H -3.53248 5.42723 -5.69804
H -2.46100 4.00050 -5.73594
H -5.88230 2.32296 -3.22150
H -6.31797 4.01006 -3.61359
H -6.76206 3.31637 -2.05129
H -4.92193 6.02216 -1.11204
H -4.14328 7.00931 -2.37816
H -3.50474 7.01145 -0.72689
C -9.53672 3.82960 -9.12058
O -8.41109 3.23684 -9.79003
P -6.98465 3.21383 -8.90806
O -6.51888 4.61621 -9.11543
O -6.25229 2.18561 -9.94189
C -6.92442 1.50836 -11.00415
O -5.93217 2.77678 -7.68694
C -6.04813 1.43490 -7.18234
H -10.39289 3.77305 -9.78867
H -9.76922 3.28544 -8.20434
H -9.33161 4.87541 -8.88732
H -7.07318 2.18530 -11.84491
H -7.87661 1.09459 -10.68117
H -6.28538 0.68803 -11.32996
H -5.73887 0.71342 -7.94007
H -7.07146 1.22235 -6.86924
H -5.39045 1.34055 -6.31986
*
```

Summary:
**Calculated total energy**: -96295.806 eV
**Kohn-Sham gap**: 7.31 eV
**LUMO**: -0.133 Ha